# 1
{
  "formula": "C5H11NO2",
  "method": "ωB97M-V/def2-TZVPD",
  "e_above_lowest_kj_mol": 94.7,
  "homo_energy_ev": -9.959,
  "elements": ["C", "C", "O", "C", "C", "N", "C", "O", "H", "H", "H", "H", "H", "H", "H", "H", "H", "H", "H"],
  "coordinates": [[1.987978, 0.567714, 0.593000], [0.880889, 0.777135, -0.425695], [1.124619, 0.206608, -1.690168], [-0.498576, 0.276270, 0.139912], [-1.611691, 0.875405, -0.752499], [-0.438598, -1.186019, 0.179298], [-1.123432, -2.048172, 1.002316], [-0.839479, -3.224881, 1.048210], [2.067145, -0.429442, 1.019561], [1.817762, 1.255903, 1.427994], [2.921392, 0.969452, 0.192485], [0.794196, 1.858728, -0.527923], [0.606442, -0.608798, -1.848904], [-0.603216, 0.697722, 1.141116], [-1.528158, 1.959300, -0.784812], [-1.501315, 0.481256, -1.756693], [-2.572144, 0.619888, -0.313707], [0.438175, -1.499324, -0.194675], [-1.921988, -1.548743, 1.551183]],
  "forces_ev_per_angstrom": [[0.297, 0.876, 0.136], [-1.121, -0.524, 1.321], [0.141, -0.515, -0.529], [0.327, 1.054, -0.609], [0.373, -0.731, 0.747], [-0.252, 0.848, 0.074], [1.171, 0.035, -1.132], [-0.461, 0.215, 0.440], [0.226, -0.148, -0.302], [-0.349, -0.163, 0.083], [0.172, -0.668, -0.174], [-0.106, 0.038, -0.419], [0.343, 0.798, 0.238], [0.027, -0.115, 0.140], [0.061, 0.051, 0.042], [-0.286, -0.031, -0.175], [-0.265, -0.070, -0.295], [0.053, -0.892, 0.132], [-0.351, -0.058, 0.284]],
  "lowdin_charge": [-0.05, -0.42, -0.03, -0.33, -0.04, 0.06, -0.33, 0.03, 0.08, 0.08, 0.08, 0.14, 0.10, 0.14, 0.08, 0.08, 0.07, 0.12, 0.13]
}

# 2
{
  "formula": "C27H30BrF4FeN3O5Si",
  "method": "ωB97M-V/def2-TZVPD",
  "s_squared": 6.009,
  "spin_multiplicity": 5,
  "e_above_lowest_kj_mol": 33.6,
  "homo_energy_ev": [-1.523, -1.970],
  "charge": -2,
  "elements": ["Fe", "C", "C", "N", "C", "C", "C", "C", "N", "C", "C", "F", "C", "F", "C", "C", "F", "C", "F", "H", "H", "H", "H", "H", "H", "H", "H", "H", "H", "H", "H", "H", "H", "H", "O", "N", "O", "O", "Br", "C", "C", "C", "C", "C", "C", "C", "O", "O", "H", "H", "H", "H", "C", "Si", "C", "C", "C", "C", "C", "C", "C", "H", "H", "H", "H", "H", "H", "H", "H", "H", "H", "H"],
  "coordinates": [[-0.461179, -0.048700, -0.614561], [-1.165941, 0.996366, 3.070519], [-1.892520, -0.277019, 2.644176], [-1.185716, -1.176732, 1.703613], [-0.095475, -1.926285, 2.350591], [1.142847, -1.101957, 2.716391], [-2.191526, -2.143661, 1.213679], [-3.058286, -1.599170, 0.084387], [-2.215583, -1.472566, -1.087897], [-2.396598, -2.144375, -2.206699], [-1.432268, -1.958060, -3.266191], [-0.461992, -1.052773, -3.032450], [-1.444907, -2.630177, -4.449406], [-0.479479, -2.402388, -5.361271], [-2.433339, -3.558222, -4.755997], [-3.403381, -3.736545, -3.791889], [-4.397585, -4.615439, -4.044406], [-3.414138, -3.073691, -2.587171], [-4.447850, -3.359498, -1.746264], [-1.910117, 1.716187, 3.419581], [-0.463817, 0.830949, 3.887751], [-0.633267, 1.435402, 2.232299], [-2.176537, -0.857927, 3.540344], [-2.811735, 0.032817, 2.149899], [-0.485720, -2.437009, 3.247109], [0.212074, -2.694592, 1.640385], [1.086475, -0.694339, 3.725629], [2.039620, -1.722963, 2.649721], [1.251753, -0.284335, 2.006416], [-1.679617, -3.019277, 0.812370], [-2.821336, -2.478892, 2.055760], [-3.898908, -2.276438, -0.052123], [-3.454730, -0.614798, 0.347222], [-2.438357, -4.105083, -5.687185], [1.623236, 3.420482, -0.706480], [0.961631, 2.376844, -0.669653], [0.431698, 1.893741, -1.708300], [0.769835, 1.751586, 0.416821], [-3.789421, 3.884194, 3.252094], [-2.621151, 4.371752, 1.821451], [-2.033686, 5.626283, 1.945982], [-1.180901, 6.088610, 0.957089], [-0.933904, 5.308184, -0.161857], [-1.514365, 4.056492, -0.267438], [-2.351962, 3.543839, 0.724739], [-2.847791, 2.095878, 0.532597], [-3.912653, 1.763331, 1.064719], [-2.091749, 1.384817, -0.195236], [-2.250368, 6.230445, 2.816443], [-0.711495, 7.060581, 1.063799], [-0.269856, 5.661076, -0.941093], [-1.309829, 3.421663, -1.121348], [2.150350, -2.884801, -1.104797], [1.985419, -0.958100, -0.946086], [2.521843, -0.334004, -2.696921], [3.668905, -0.536524, -0.078899], [4.851223, -1.165876, -0.485893], [6.095137, -0.783219, 0.003201], [6.189985, 0.245104, 0.936378], [5.030834, 0.873215, 1.374343], [3.790829, 0.488286, 0.868797], [2.759281, -3.180368, -1.969558], [1.161825, -3.343907, -1.227604], [2.610077, -3.317113, -0.205843], [3.111092, -1.083169, -3.244601], [3.131287, 0.571315, -2.601659], [1.650015, -0.074173, -3.304615], [4.796266, -1.970405, -1.217081], [6.994917, -1.275854, -0.352028], [7.159833, 0.553627, 1.313311], [5.094524, 1.676858, 2.101027], [2.898225, 1.010503, 1.199867]],
  "forces_ev_per_angstrom": [[-0.422, 0.107, 0.530], [-0.056, -0.180, 0.041], [0.132, 0.102, -0.100], [-0.124, 0.006, 0.085], [0.103, 0.182, -0.127], [-0.229, -0.053, -0.040], [-0.058, 0.062, 0.068], [0.132, -0.052, 0.020], [0.868, 0.653, -0.088], [0.200, -0.071, -0.254], [-0.398, -0.032, 0.413], [0.158, 0.139, -0.065], [-0.208, -0.160, 0.016], [0.182, 0.123, -0.071], [-0.020, -0.085, -0.146], [0.227, 0.126, -0.087], [-0.259, -0.187, 0.021], [0.086, 0.074, 0.093], [-0.086, -0.061, 0.004], [0.040, -0.048, -0.033], [0.069, -0.014, -0.045], [0.070, 0.096, -0.074], [-0.027, -0.049, -0.023], [-0.001, -0.045, 0.021], [-0.028, -0.099, 0.005], [-0.027, -0.012, -0.030], [0.002, 0.052, -0.021], [-0.045, 0.029, 0.007], [0.064, 0.028, 0.011], [0.119, -0.029, 0.075], [0.014, -0.015, 0.026], [0.005, 0.016, 0.027], [-0.007, -0.022, -0.037], [-0.015, 0.036, 0.046], [-0.317, -0.704, 0.030], [-0.009, 0.150, 0.087], [0.092, -0.022, 0.358], [0.042, 0.281, -0.444], [0.003, -0.026, -0.035], [0.077, -0.101, -0.286], [-0.046, -0.107, -0.058], [-0.018, 0.069, -0.030], [-0.029, 0.065, -0.049], [-0.058, 0.040, 0.059], [-0.021, 0.004, 0.203], [0.152, -0.049, -0.200], [0.047, 0.045, -0.026], [-0.050, 0.015, 0.243], [0.014, -0.013, 0.026], [-0.022, -0.023, 0.007], [0.009, -0.057, 0.031], [0.012, 0.015, 0.086], [-0.045, -0.023, -0.003], [-0.120, -0.293, -0.485], [-0.120, 0.013, -0.124], [-0.209, 0.171, 0.276], [0.017, -0.038, 0.021], [-0.058, 0.043, 0.027], [-0.053, -0.058, -0.015], [0.014, -0.046, -0.068], [0.093, -0.041, -0.031], [-0.012, 0.008, 0.087], [0.094, 0.025, -0.011], [-0.084, 0.027, -0.057], [0.005, 0.050, 0.088], [-0.066, -0.035, 0.008], [0.172, -0.052, 0.028], [0.020, 0.080, 0.043], [-0.009, -0.019, 0.013], [-0.023, -0.008, 0.004], [-0.027, -0.011, -0.023], [0.070, 0.006, -0.050]],
  "lowdin_charge": [0.78, -0.07, -0.23, -0.18, -0.25, -0.09, -0.20, -0.21, -0.01, -0.19, -0.16, 0.03, -0.25, 0.06, 0.00, -0.26, 0.05, -0.14, 0.03, 0.03, 0.06, 0.05, 0.11, 0.08, 0.11, 0.10, 0.06, 0.07, 0.03, 0.11, 0.11, 0.10, 0.09, 0.11, 0.00, -0.56, -0.09, -0.13, 0.73, -0.59, -0.17, -0.10, -0.08, -0.03, -0.13, -0.64, -0.05, -0.09, 0.08, 0.09, 0.10, 0.11, -0.27, 0.59, -0.26, -0.29, -0.12, -0.12, -0.14, -0.11, -0.11, 0.00, -0.01, 0.00, 0.01, 0.02, -0.01, 0.09, 0.08, 0.08, 0.09, 0.07]
}